Entry from the Open Molecules 2025 dataset: C18H33CuFO6 as an isolated structure in a non-equilibrium geometry (wB97M-V/def2-TZVPD).

For the electronic energy, the calculation gives -2896.89185 hartree. The LUMO energy is 0.1942 hartree. The gap between HOMO and LUMO comes out at 3.18 eV. As for the energy relative to the best compared isomer or geometry (same formula, charge and spin): 83.0 kcal per mole. As for the highest occupied orbital energy: 2.1 eV. As for the charge: -3.

```
59
Properties=species:S:1:pos:R:3:forces:R:3
Cu -0.7142 0.7829 -0.5862 -1.402 0.609 -0.300
C -3.1580 2.9587 2.3814 0.845 -0.133 2.157
C -4.2006 2.8856 1.3272 1.965 -1.306 -2.371
O -3.5926 2.4505 0.1401 -0.707 0.409 0.861
H -2.8228 2.0056 2.7905 -0.226 -0.651 -0.468
H -3.5768 3.4221 3.2747 -0.057 0.673 0.529
H -2.2106 3.4336 2.1265 -0.301 0.502 -0.489
H -4.6674 3.8686 1.2651 -0.290 0.764 -0.312
H -4.9796 2.2095 1.6796 -0.586 -0.464 0.227
C -4.8328 -4.2321 0.9982 -0.117 0.610 0.096
C -3.9042 -2.9590 1.1478 -0.700 0.054 -3.196
O -3.5905 -2.3904 -0.0995 0.138 -1.334 2.147
H -4.4236 -5.0882 0.4618 0.396 0.147 -0.268
H -5.7274 -3.8923 0.4764 -0.036 -0.051 -0.273
H -5.1803 -4.6126 1.9587 -0.023 -0.093 0.606
H -3.0720 -3.2666 1.7810 0.805 -0.087 0.411
H -4.5295 -2.2696 1.7151 -0.228 0.418 0.748
C -2.5286 -2.2288 -5.5682 -0.079 -0.179 0.814
C -1.6980 -1.0058 -5.1840 -1.358 2.697 0.429
O -2.3453 -0.0182 -4.3966 1.141 -2.201 -0.903
H -2.0512 -2.8582 -6.3192 0.293 -0.112 -0.327
H -3.5113 -1.9291 -5.9324 -0.058 0.126 0.011
H -2.6633 -2.8375 -4.6741 -0.286 -0.146 0.107
H -1.4110 -0.5343 -6.1239 0.112 0.343 -1.170
H -0.7032 -1.3049 -4.8537 0.500 -0.651 0.881
C 2.2463 5.6491 -0.8146 -0.845 -0.394 -1.714
C 1.7595 4.4220 -1.6742 -2.936 -0.661 -0.024
O 0.4083 4.4122 -2.2079 3.292 1.008 0.936
H 2.0579 6.4938 -1.4772 -0.618 0.491 0.304
H 3.3324 5.7052 -0.7416 0.300 -0.535 0.739
H 1.6599 5.6643 0.1041 0.310 0.433 0.099
H 1.7645 3.5441 -1.0281 0.547 -0.449 0.786
H 2.5717 4.2081 -2.3690 0.335 0.150 -0.974
O 1.3584 1.4246 2.5754 1.369 0.998 1.084
C 2.1986 1.0986 3.3819 -1.006 -0.876 -0.608
O 2.9320 1.9117 4.2631 -0.406 0.004 -1.919
C 2.8174 3.3615 4.0796 -1.206 0.287 1.162
C 1.6608 3.8824 4.9421 -0.626 0.077 -0.701
C 2.4621 -0.4219 3.5683 -0.014 1.752 0.871
H 2.6542 3.7475 3.0734 -0.100 -0.939 -0.356
H 3.7173 3.8799 4.4104 0.428 -0.804 0.191
H 0.6899 3.6051 4.5318 0.070 -0.219 -0.336
H 1.6701 4.9693 4.8603 0.080 0.141 0.385
H 1.6000 3.5436 5.9763 0.681 0.104 0.066
H 1.5156 -0.9543 3.4743 0.075 0.208 -0.100
H 2.8146 -0.4671 4.5988 0.454 -0.782 -0.166
H 3.1529 -0.7697 2.8003 0.153 0.008 0.317
F 2.3112 -1.8419 -1.2901 0.426 -0.585 -0.412
C 2.6040 -3.0619 -1.8252 0.275 1.519 -0.302
C 1.6789 -4.0436 -1.6791 -0.981 -0.225 0.620
C 1.9832 -5.3034 -2.1120 1.226 -0.915 -0.415
C 3.2707 -5.5674 -2.6408 -2.519 -0.619 1.121
C 4.1421 -4.5293 -2.7656 1.514 -2.084 -1.301
C 3.8169 -3.2581 -2.4795 -0.522 1.991 2.088
H 0.7691 -3.8709 -1.1233 -0.196 0.275 -0.195
H 1.2661 -6.0929 -1.9420 0.006 -0.133 -0.109
H 3.5473 -6.6041 -2.7647 0.213 0.035 -0.425
H 5.1110 -4.8547 -3.1147 0.440 0.628 -0.099
H 4.5496 -2.4714 -2.3765 0.043 0.165 -0.560
```
Positions in Å, forces in eV/Å.